This record from the Open Molecules 2025 dataset describes a 8-piece molecular cluster, C26H65FN2O7PS overall in a non-equilibrium geometry. The level of theory is ωB97M-V with the def2-TZVPD basis set.

Computed properties:
Frontier orbital gap (eV): 6.9
LUMO level (eV): -4.2952
Charge: +1

Last columns: bonded neighbours and bond lengths (Å).
Element x y z (Å)
1 F 0.742 -1.232 -4.720  C2 1.448
2 C -0.358 -1.041 -3.798  F1 1.448, C3 1.611, H11 1.150, H12 1.146
3 C -1.059 0.391 -4.030  C2 1.611, N4 1.496, H13 1.155, H14 1.140
4 N -2.512 0.250 -3.703  C3 1.496, C5 1.451, C10 1.433
5 C -3.026 1.274 -2.814  N4 1.451, C6 1.541, H15 1.147
6 C -4.509 0.916 -2.600  C5 1.541, N7 1.452, H16 1.140
7 N -4.692 -0.285 -3.396  C6 1.452, P8 1.776, C10 1.448
8 P -6.284 -1.071 -3.410  N7 1.776, S9 1.942, H17 1.450, H18 1.447
9 S -6.966 -1.345 -5.208  P8 1.942
10 C -3.502 -0.704 -4.106  N4 1.433, N7 1.448, H19 1.135
11 H 0.083 -1.067 -2.737  C2 1.150
12 H -1.074 -1.933 -3.867  C2 1.146
13 H -0.613 1.094 -3.230  C3 1.155
14 H -0.839 0.869 -5.042  C3 1.140
15 H -2.443 2.152 -2.361  C5 1.147
16 H -5.281 1.474 -1.973  C6 1.140
17 H -6.220 -2.351 -2.731  P8 1.450
18 H -7.155 -0.219 -2.630  P8 1.447
19 H -3.334 -1.572 -4.818  C10 1.135
20 C 4.390 -3.835 -5.317  C21 1.520, H24 1.095, H25 1.093, H26 1.093
21 C 4.607 -2.787 -4.236  C20 1.520, C22 1.520, O23 1.426, H27 1.094
22 C 3.664 -2.999 -3.063  C21 1.520, H28 1.095, H29 1.094, H30 1.093
23 O 4.394 -1.489 -4.786  C21 1.426, H31 0.967
24 H 3.371 -3.782 -5.713  C20 1.095
25 H 5.067 -3.663 -6.159  C20 1.093
26 H 4.562 -4.843 -4.930  C20 1.093
27 H 5.642 -2.828 -3.887  C21 1.094
28 H 2.619 -2.918 -3.381  C22 1.095
29 H 3.822 -2.232 -2.299  C22 1.094
30 H 3.814 -3.982 -2.608  C22 1.093
31 H 3.480 -1.444 -5.098  O23 0.967
32 C -7.695 5.036 0.262  C33 1.520, H36 1.095, H37 1.093, H38 1.093
33 C -7.366 3.720 -0.423  C32 1.520, C34 1.521, O35 1.429, H39 1.094
34 C -8.402 2.654 -0.100  C33 1.521, H40 1.095, H41 1.094, H42 1.093
35 O -6.077 3.273 0.000  C33 1.429, H43 0.967
36 H -7.703 4.918 1.350  C32 1.095
37 H -6.937 5.789 0.030  C32 1.093
38 H -8.671 5.413 -0.055  C32 1.093
39 H -7.319 3.871 -1.506  C33 1.094
40 H -8.434 2.453 0.975  C34 1.095
41 H -8.147 1.709 -0.590  C34 1.094
42 H -9.398 2.959 -0.428  C34 1.093
43 H -6.107 3.137 0.957  O35 0.967
44 C -11.441 -3.344 -6.204  C45 1.520, H48 1.095, H49 1.093, H50 1.093
45 C -11.110 -3.871 -4.816  C44 1.520, C46 1.521, O47 1.426, H51 1.093
46 C -11.202 -2.771 -3.770  C45 1.521, H52 1.095, H53 1.094, H54 1.093
47 O -9.792 -4.415 -4.817  C45 1.426, H55 0.968
48 H -10.737 -2.560 -6.502  C44 1.095
49 H -11.360 -4.142 -6.947  C44 1.093
50 H -12.454 -2.935 -6.240  C44 1.093
51 H -11.796 -4.682 -4.558  C45 1.093
52 H -10.489 -1.967 -3.985  C46 1.095
53 H -10.951 -3.161 -2.780  C46 1.094
54 H -12.208 -2.344 -3.733  C46 1.093
55 H -9.176 -3.704 -5.045  O47 0.968
56 C 2.930 0.126 0.223  C57 1.520, H60 1.096, H61 1.094, H62 1.093
57 C 3.435 -0.679 1.410  C56 1.520, C58 1.520, O59 1.427, H63 1.094
58 C 4.869 -1.137 1.198  C57 1.520, H64 1.095, H65 1.093, H66 1.093
59 O 2.596 -1.818 1.601  C57 1.427, H67 0.967
60 H 2.941 -0.477 -0.691  C56 1.096
61 H 1.894 0.439 0.384  C56 1.094
62 H 3.543 1.017 0.061  C56 1.093
63 H 3.373 -0.073 2.318  C57 1.094
64 H 4.947 -1.784 0.318  C58 1.095
65 H 5.214 -1.725 2.053  C58 1.093
66 H 5.540 -0.285 1.065  C58 1.093
67 H 2.645 -2.360 0.802  O59 0.967
68 C 2.566 -0.018 5.595  C69 1.520, H72 1.095, H73 1.094, H74 1.093
69 C 4.066 -0.047 5.843  C68 1.520, C70 1.520, O71 1.427, H75 1.094
70 C 4.388 0.157 7.315  C69 1.520, H76 1.095, H77 1.094, H78 1.093
71 O 4.693 0.977 5.073  C69 1.427, H79 0.967
72 H 2.141 0.949 5.883  C68 1.095
73 H 2.350 -0.155 4.532  C68 1.094
74 H 2.057 -0.804 6.159  C68 1.093
75 H 4.475 -1.004 5.507  C69 1.094
76 H 4.027 1.131 7.663  C70 1.095
77 H 5.469 0.146 7.477  C70 1.094
78 H 3.933 -0.623 7.931  C70 1.093
79 H 4.338 1.828 5.364  O71 0.967
80 C 8.011 -0.092 -1.703  C81 1.521, H84 1.095, H85 1.094, H86 1.093
81 C 8.517 -0.899 -0.517  C80 1.521, C82 1.520, O83 1.426, H87 1.094
82 C 9.952 -1.354 -0.729  C81 1.520, H88 1.095, H89 1.093, H90 1.093
83 O 7.680 -2.038 -0.327  C81 1.426, H91 0.967
84 H 8.023 -0.694 -2.618  C80 1.095
85 H 6.975 0.219 -1.542  C80 1.094
86 H 8.623 0.799 -1.864  C80 1.093
87 H 8.453 -0.294 0.393  C81 1.094
88 H 10.030 -2.000 -1.610  C82 1.095
89 H 10.298 -1.942 0.126  C82 1.093
90 H 10.622 -0.501 -0.860  C82 1.093
91 H 7.729 -2.580 -1.126  O83 0.967
92 C 3.863 4.587 7.504  C93 1.521, H96 1.095, H97 1.094, H98 1.093
93 C 3.030 4.094 8.677  C92 1.521, C94 1.520, O95 1.426, H99 1.094
94 C 3.015 5.107 9.810  C93 1.520, H100 1.095, H101 1.093, H102 1.093
95 O 3.564 2.859 9.151  C93 1.426, H103 0.967
96 H 4.904 4.746 7.804  C92 1.095
97 H 3.875 3.844 6.701  C92 1.094
98 H 3.468 5.526 7.106  C92 1.093
99 H 2.006 3.899 8.344  C93 1.094
100 H 4.027 5.284 10.190  C94 1.095
101 H 2.423 4.735 10.650  C94 1.093
102 H 2.595 6.061 9.481  C94 1.093
103 H 4.470 3.020 9.448  O95 0.967